Computed, not measured: a cluster of 2 separate species, C4H9PS in total at a distorted geometry, with the ωB97M-V functional and the def2-TZVPD basis.

## Properties
Total charge = 0
Energy relative to the best compared isomer or geometry (same formula, charge and spin) = 96.8 kcal per mole
Electronic energy = -24413.7763 eV
Lowest unoccupied orbital energy (alpha / beta) = -0.6 / -1.6 eV
Gap between HOMO and LUMO (alpha / beta) = 7.96 / 6.28 eV
E_HOMO (alpha / beta) = -8.527 / -7.885 eV
2S+1 = 1

CARTESIAN COORDINATES (ANGSTROEM)
1 H -3.27 -0.31 0.58
2 C 3.10 2.57 -0.24
3 H 2.81 3.28 -0.91
4 H -0.81 -0.65 2.49
5 C -1.33 0.02 0.49
6 H -2.63 -0.96 -0.89
7 H 4.16 2.45 -0.34
8 H -2.32 -1.83 0.50
9 C -0.34 -0.44 1.53
10 H 0.43 0.19 1.69
11 H -0.03 -1.38 1.20
12 C -2.44 -0.90 0.15
13 S 2.40 1.10 -1.12
14 P -1.20 1.61 -0.06
15 H 2.63 2.61 0.69

Computed, not measured: a structure of composition C24H18F3GeNNiO2S, with the ωB97M-V functional and the def2-TZVPD basis.

## Properties
Total charge = +1
Electronic energy = -147303.8259 eV
Lowest unoccupied orbital energy (alpha / beta) = -3.4 / -3.9 eV
Gap between HOMO and LUMO (alpha / beta) = 8.70 / 8.28 eV
E_HOMO (alpha / beta) = -12.123 / -12.168 eV
Expectation value of S² = 3.765
2S+1 = 4

CARTESIAN COORDINATES (ANGSTROEM)
1 C 3.47 -1.56 2.06
2 C -1.18 -2.39 -1.27
3 H -1.60 -2.79 -0.36
4 O 1.35 3.58 -1.62
5 O 0.79 2.70 -2.38
6 C 3.47 -0.75 0.78
7 C 2.50 0.16 0.40
8 C 4.63 -0.25 -1.27
9 H 0.06 0.49 -2.59
10 C -0.55 -2.69 -3.57
11 H -1.39 -4.23 -2.34
12 C -0.14 -1.36 -3.64
13 H -2.22 1.49 -2.18
14 S 1.03 0.62 1.29
15 H 5.45 -0.39 -1.95
16 C 4.55 -0.94 -0.08
17 H -0.21 -2.38 1.75
18 C -0.26 -0.55 -2.53
19 C -2.41 3.56 -1.70
20 H 0.26 -0.97 -4.56
21 C 3.62 0.65 -1.57
22 C -2.60 -2.04 4.13
23 F 4.46 -1.15 2.87
24 H -1.04 -3.48 3.79
25 H -2.95 -2.52 5.03
26 F 3.68 -2.86 1.78
27 C -1.07 -3.20 -2.39
28 C -0.78 -1.05 -1.33
29 H -4.05 -0.46 4.22
30 H -0.99 2.65 1.78
31 H -2.46 5.58 -0.96
32 C -3.21 -0.88 3.68
33 C -2.75 -0.26 2.52
34 H 3.61 1.23 -2.49
35 H -1.55 4.98 1.26
36 C -1.52 -2.58 3.43
37 C -1.69 4.22 0.51
38 F 2.32 -1.47 2.74
39 H -0.47 -3.33 -4.44
40 C -1.37 2.90 0.80
41 H -2.81 3.83 -2.66
42 C -1.55 1.90 -0.17
43 N 2.60 0.85 -0.74
44 Ni 0.97 2.08 -0.50
45 Ge -1.05 0.06 0.20
46 H -3.25 0.64 2.17
47 C -2.07 2.25 -1.42
48 H 5.33 -1.64 0.20
49 C -2.21 4.55 -0.74
50 C -1.07 -1.96 2.28
51 C -1.68 -0.80 1.82

Computed, not measured: a cluster of 3 separate species, CH5NOSi in total at a distorted geometry, with the ωB97M-V functional and the def2-TZVPD basis.

## Properties
Total charge = 0
Energy relative to the best compared isomer or geometry (same formula, charge and spin) = 44.5 kcal per mole
Electronic energy = -12530.6011 eV
Lowest unoccupied orbital energy = -0.3 eV
Gap between HOMO and LUMO = 10.32 eV
Structure (SMILES) = O=[SiH2].[H][H].C#N
E_HOMO = -10.614 eV
2S+1 = 1

CARTESIAN COORDINATES (ANGSTROEM)
1 O -0.26 -0.33 -0.86
2 H 1.51 1.52 -0.37
3 Si 0.40 0.68 0.04
4 H 3.32 0.11 0.18
5 H -2.32 -2.09 -0.64
6 H -0.10 1.09 1.39
7 N -3.01 -0.35 0.53
8 H 3.08 0.67 -0.28
9 C -2.61 -1.30 0.01

Computed, not measured: a structure of composition C31H57ClO3P2PdSSi2 at a distorted geometry, with the ωB97M-V functional and the def2-TZVPD basis.

## Properties
Total charge = 0
Energy relative to the best compared isomer or geometry (same formula, charge and spin) = 0.0 kcal per mole
Electronic energy = -100381.7426 eV
Lowest unoccupied orbital energy (alpha / beta) = 0.4 / -2.2 eV
Gap between HOMO and LUMO (alpha / beta) = 4.76 / 6.26 eV
E_HOMO (alpha / beta) = -4.330 / -8.415 eV
Expectation value of S² = 6.046
2S+1 = 5

CARTESIAN COORDINATES (ANGSTROEM)
1 H 4.86 1.57 0.89
2 Si 3.23 -0.34 0.77
3 C 0.44 0.23 -3.79
4 C -1.69 -1.80 3.86
5 C 1.95 -5.44 -0.65
6 C 1.44 2.02 1.69
7 H 2.78 -7.04 2.09
8 H 0.17 -6.33 2.11
9 C 2.49 -7.22 1.05
10 C 0.60 -0.11 1.81
11 C -4.75 2.87 1.87
12 H -3.99 0.29 -2.79
13 H -1.82 4.88 -1.87
14 C 3.34 -2.12 1.37
15 H 4.75 0.63 2.41
16 H -0.35 4.58 -2.77
17 H -4.33 1.96 -1.06
18 C -3.27 2.78 1.47
19 P 1.97 0.98 -1.67
20 H 0.23 -0.70 -3.25
21 H 4.94 3.36 -2.11
22 H -3.29 0.50 5.12
23 H 3.40 -7.31 0.46
24 O -1.94 -2.77 -1.64
25 H 4.18 -2.62 0.86
26 H -5.14 -0.82 -0.01
27 H -5.05 2.09 2.57
28 H 2.85 -1.20 -3.70
29 C 1.72 0.64 1.38
30 C 0.45 -5.77 1.22
31 H 1.96 -8.18 1.03
32 S -0.83 -2.48 -0.75
33 H -3.18 -0.84 -1.66
34 H 5.04 1.60 -2.00
35 C 4.77 0.56 1.31
36 H 2.51 -1.32 -1.38
37 H 1.94 3.72 -2.85
38 H 2.05 2.86 1.40
39 C -3.23 -0.08 1.85
40 H -2.64 -2.11 4.33
41 C 3.03 -0.39 -1.11
42 H 5.64 -0.05 1.02
43 H -4.24 0.08 2.26
44 C -0.37 0.74 2.39
45 C -2.43 1.00 4.65
46 C 1.17 -4.38 -1.10
47 H -0.85 3.38 -1.53
48 H 3.96 0.17 -3.93
49 Si -1.90 -0.06 3.21
50 H -3.12 4.89 1.07
51 H 0.48 -1.18 1.67
52 H 4.01 -0.38 -1.61
53 C -2.87 3.95 0.57
54 C -3.36 0.22 -1.89
55 C -4.07 0.94 -0.73
56 H -6.04 0.19 -1.16
57 C 4.38 2.43 -2.28
58 H -0.90 -1.83 4.63
59 H 2.82 -5.75 -1.23
60 H 2.79 -0.24 -5.19
61 H 0.34 0.05 -4.87
62 C 0.16 2.08 2.30
63 H -4.91 3.84 2.37
64 H -3.41 3.91 -0.39
65 C 2.94 -0.18 -4.10
66 C -0.34 -4.71 0.79
67 C 1.62 -6.12 0.53
68 H -1.24 -4.44 1.32
69 O -1.24 -2.03 0.60
70 H -2.65 2.79 2.38
71 H -1.79 3.96 0.36
72 H 1.98 1.74 -3.94
73 H -5.41 2.85 0.99
74 H 1.39 -3.85 -2.02
75 H 1.40 3.85 -1.15
76 H 2.43 -2.70 1.18
77 O 0.24 -1.66 -1.33
78 H -0.39 2.98 2.58
79 H 2.91 4.63 -1.67
80 C 2.28 3.74 -1.80
81 H -2.40 0.69 -2.12
82 H -5.88 0.71 0.52
83 H -1.61 1.02 5.38
84 C -1.20 4.08 -2.31
85 H -1.45 -2.50 3.06
86 Cl -2.15 3.37 -3.65
87 Pd -0.02 1.29 0.39
88 H -0.31 0.98 -3.50
89 C 1.86 0.74 -3.50
90 H 3.35 2.50 -0.39
91 C 3.09 2.49 -1.46
92 C 0.05 -3.99 -0.35
93 C -5.35 0.21 -0.31
94 H -3.20 -1.06 1.35
95 H 4.18 2.37 -3.36
96 H 3.54 -2.12 2.45
97 H -2.71 2.02 4.39
98 P -2.81 1.17 0.60

Computed, not measured: a cluster of 7 separate species, C28H62FIN8O9P in total at a distorted geometry, with the ωB97M-V functional and the def2-TZVPD basis.

## Properties
Total charge = +1
Electronic energy = -80494.7909 eV
Lowest unoccupied orbital energy = -2.3 eV
Gap between HOMO and LUMO = 8.39 eV
E_HOMO = -10.694 eV
2S+1 = 1

CARTESIAN COORDINATES (ANGSTROEM)
1 H -7.64 7.33 -5.03
2 C 3.00 -8.21 3.16
3 I -4.73 3.02 -2.23
4 O -2.82 5.47 1.79
5 H 3.04 2.30 1.49
6 C -8.40 7.59 -4.30
7 C -0.25 1.70 -0.56
8 C 3.29 -10.67 2.65
9 H -7.37 9.81 -2.68
10 H 8.13 -6.78 6.24
11 H -7.84 9.81 -0.98
12 N 8.08 -9.50 6.74
13 H -4.90 7.72 2.29
14 H 2.10 -4.58 2.73
15 H -1.64 2.32 -4.23
16 H 1.22 -0.07 1.18
17 O 0.96 -2.63 0.60
18 H 1.60 3.98 -1.21
19 O 2.46 -7.16 2.86
20 C -1.22 -0.66 0.08
21 C -4.89 6.66 2.03
22 C 1.37 0.98 1.36
23 H -3.66 0.02 -0.23
24 H -0.10 5.31 -0.57
25 H 3.49 0.74 0.88
26 C 2.47 -3.86 2.01
27 H 0.64 -0.22 -0.79
28 H -7.81 6.15 -2.85
29 C -0.35 0.20 -0.87
30 C 7.46 -7.40 5.63
31 N -1.55 3.79 -0.39
32 H -3.79 -0.68 -1.71
33 H 8.68 -9.09 8.70
34 C -1.66 2.30 -0.66
35 H -2.43 4.22 -0.68
36 H -1.67 -0.11 0.91
37 H -0.61 1.67 1.55
38 C 1.50 -3.71 0.87
39 C 7.97 -8.82 5.57
40 H 1.10 3.82 -6.95
41 H -1.50 4.00 0.61
42 H -0.57 -1.39 0.51
43 O -2.16 -2.54 -0.98
44 C 0.24 3.26 -7.32
45 N -7.99 7.14 -2.98
46 C 2.72 1.50 0.84
47 H 2.09 -9.21 1.70
48 C 0.69 3.63 -1.68
49 H 2.27 -6.43 -0.63
50 N 2.75 -9.34 2.45
51 N 1.22 -4.80 0.13
52 H -5.74 6.43 1.40
53 H 0.36 3.06 -8.38
54 H -8.56 8.66 -4.31
55 H -2.30 1.91 0.11
56 C -7.79 7.87 -1.86
57 H 0.92 0.24 -6.08
58 C -2.34 -1.45 -0.59
59 H 3.81 -10.99 1.75
60 N 1.09 1.08 -6.61
61 H 3.18 1.12 -6.61
62 H 4.96 -8.64 3.94
63 H 0.92 -6.83 0.47
64 H -5.04 8.14 0.01
65 H 2.48 -11.37 2.85
66 C 1.75 -6.14 0.30
67 C 3.98 -8.32 4.30
68 H 0.80 3.83 -2.73
69 H 3.44 -4.18 1.64
70 H -9.07 9.56 -2.23
71 H 2.43 2.13 -7.85
72 H 7.43 -6.99 4.63
73 H -4.37 7.55 -1.52
74 H 2.44 0.37 -8.04
75 H 6.46 -7.38 6.06
76 C -0.47 4.49 -1.16
77 F 0.57 3.19 1.14
78 H 2.58 -2.89 2.50
79 O -1.69 2.84 -3.41
80 C -3.60 6.30 1.34
81 H -2.44 6.65 -0.23
82 C -4.12 7.93 -0.52
83 H 7.01 -9.68 8.53
84 H 8.43 -10.44 6.63
85 O 0.62 2.22 -1.52
86 H -0.65 3.86 -7.17
87 N -3.32 6.93 0.18
88 H -3.54 8.84 -0.62
89 H 7.42 -8.01 8.08
90 O 8.27 -9.35 4.51
91 H 0.56 -4.62 -0.61
92 H -9.33 7.09 -4.57
93 H 2.63 1.95 -0.14
94 C 0.08 1.97 -6.56
95 H 1.40 1.10 2.43
96 H 3.99 -10.69 3.49
97 P -2.49 1.97 -2.32
98 H -0.95 4.95 -2.01
99 H -0.62 0.06 -1.91
100 H -4.97 6.08 2.95
101 C 2.36 1.19 -7.32
102 O -0.93 1.71 -5.90
103 H 4.08 -7.34 4.77
104 C 7.78 -9.04 8.09
105 N -3.64 -0.87 -0.72
106 C 0.22 1.86 0.89
107 H 3.61 -9.02 5.05
108 O -7.44 7.34 -0.82
109 H 2.45 -6.20 1.13
110 C -8.04 9.36 -1.95